A 10-piece molecular cluster, C38H105N9O10 overall, computed with the ωB97M-V functional and the def2-TZVPD basis.

Output
HOMO level in eV: -8.61
Max |F| in eV Å⁻¹: 3.0
DFT total energy in a.u.: -2755.7271
Energy relative to the best compared isomer or geometry (same formula, charge and spin) in kcal per mole: 86.66
Structure (SMILES): COC[C@H](C)N.COC[C@H](C)N.COC[C@H](C)N.COC[C@H](C)N.COC[C@H](C)N.COC[C@H](C)N.COC[C@H](C)N.COC[C@H](C)N.COC[C@H](C)N.CCO
Frontier orbital gap in eV: 8.84

Geometry (Å):
C (12.4592, 11.7017, 17.9334)
O (12.8766, 12.3773, 16.8264)
C (13.9488, 13.3025, 16.9948)
C (15.2497, 12.7256, 17.6037)
C (15.3358, 12.6004, 19.1404)
N (16.2931, 13.5814, 17.1259)
H (13.1622, 10.9373, 18.2643)
H (11.4985, 11.2268, 17.7343)
H (12.3031, 12.3133, 18.8221)
H (14.1517, 13.6710, 15.9892)
H (13.5817, 14.2183, 17.4582)
H (15.4190, 11.7359, 17.1794)
H (14.3789, 12.5980, 19.6624)
H (15.9213, 13.3899, 19.6117)
H (15.8822, 11.6954, 19.4059)
H (16.1876, 13.4571, 16.1292)
H (17.1271, 13.1485, 17.4962)
C (9.3984, 13.2524, 11.2542)
O (10.5455, 13.2628, 10.4138)
C (11.6564, 12.8592, 11.1379)
C (12.9402, 12.8647, 10.2492)
C (14.2354, 12.5543, 11.0292)
N (13.1796, 14.1666, 9.6814)
H (8.5091, 13.2707, 10.6241)
H (9.4059, 14.1405, 11.8862)
H (9.3740, 12.3872, 11.9167)
H (11.8232, 13.4411, 12.0444)
H (11.5383, 11.8481, 11.5274)
H (12.8587, 12.0922, 9.4845)
H (15.1518, 12.8288, 10.5067)
H (14.2642, 11.4888, 11.2569)
H (14.2645, 13.1072, 11.9681)
H (12.4295, 14.7408, 10.0386)
H (13.9384, 14.6302, 10.1603)
C (18.5388, 17.4061, 14.3802)
O (19.6518, 18.1669, 13.8562)
C (19.3399, 19.1510, 12.8876)
C (18.7052, 18.6520, 11.5485)
C (19.6081, 17.6937, 10.7898)
N (18.3006, 19.7540, 10.7044)
H (18.9383, 16.7944, 15.1891)
H (18.1216, 16.7505, 13.6159)
H (17.7305, 17.9960, 14.8124)
H (18.7208, 19.9611, 13.2731)
H (20.2287, 19.6878, 12.5560)
H (17.8308, 18.0291, 11.7367)
H (19.7676, 16.8493, 11.4603)
H (20.6127, 18.1009, 10.6756)
H (19.2670, 17.3996, 9.7972)
H (19.0769, 19.9486, 10.0883)
H (17.5167, 19.4583, 10.1402)
C (24.4554, 7.4858, 14.0885)
O (24.3382, 8.8855, 14.0532)
C (23.0010, 9.3076, 14.2223)
C (22.9483, 10.8690, 14.1118)
C (21.4537, 11.3585, 14.4805)
N (23.3457, 11.4031, 12.8324)
H (24.1748, 7.0476, 15.0463)
H (25.5273, 7.3507, 13.9434)
H (23.9686, 6.9709, 13.2602)
H (22.3399, 8.9805, 13.4197)
H (22.6556, 8.8921, 15.1690)
H (23.5635, 11.4173, 14.8252)
H (21.3676, 12.4426, 14.4057)
H (21.0847, 11.1029, 15.4738)
H (20.7920, 10.9631, 13.7098)
H (22.6783, 10.9562, 12.2200)
H (24.1820, 10.9281, 12.5240)
C (18.6509, 10.1524, 17.6259)
O (18.5318, 11.4275, 18.2052)
C (19.6768, 12.2702, 18.1837)
C (19.4680, 13.5425, 19.0163)
C (20.7044, 14.5010, 19.0192)
N (19.1930, 13.2734, 20.4118)
H (18.7267, 10.1483, 16.5385)
H (17.8615, 9.4689, 17.9387)
H (19.5776, 9.7711, 18.0549)
H (20.5061, 11.7250, 18.6344)
H (19.9709, 12.5740, 17.1791)
H (18.6486, 14.1484, 18.6297)
H (20.9454, 14.7838, 17.9945)
H (21.5417, 14.0099, 19.5152)
H (20.4835, 15.3541, 19.6606)
H (18.6765, 14.0609, 20.7766)
H (18.6366, 12.4367, 20.3099)
C (15.0105, 16.0842, 12.2568)
O (14.9986, 15.8382, 10.8231)
C (16.2148, 16.2380, 10.1823)
C (16.0151, 15.6542, 8.7759)
C (17.2463, 15.8022, 7.8386)
N (14.9205, 16.3362, 8.1336)
H (15.8277, 15.5209, 12.7073)
H (14.0958, 15.6668, 12.6778)
H (15.1736, 17.1080, 12.5934)
H (16.4081, 17.3088, 10.1174)
H (17.0735, 15.7745, 10.6678)
H (15.6627, 14.6254, 8.8506)
H (17.5489, 16.8015, 7.5256)
H (17.0756, 15.2320, 6.9255)
H (18.0660, 15.2246, 8.2658)
H (14.4278, 16.8326, 8.8623)
H (15.3828, 17.1466, 7.7468)
C (22.3762, 14.4562, 11.0956)
O (22.6715, 15.4987, 12.0242)
C (22.1170, 15.2881, 13.2941)
C (22.8555, 16.2568, 14.3281)
C (22.2916, 16.1729, 15.7464)
N (22.7964, 17.6286, 13.9558)
H (21.2986, 14.2925, 11.0873)
H (22.8980, 13.5101, 11.2398)
H (22.7047, 14.7034, 10.0861)
H (21.0721, 15.5851, 13.3841)
H (22.3144, 14.2707, 13.6317)
H (23.9178, 16.0666, 14.4816)
H (22.9150, 16.6336, 16.5127)
H (22.2026, 15.1027, 15.9332)
H (21.2862, 16.5777, 15.8617)
H (21.8215, 17.8879, 14.0052)
H (22.9465, 17.6834, 12.9585)
C (15.3751, 8.7458, 18.7799)
O (15.3426, 9.3796, 17.5363)
C (14.5919, 8.7460, 16.5140)
C (14.6088, 9.6181, 15.2688)
C (13.9472, 8.9500, 14.0465)
N (15.9706, 9.8351, 14.8295)
H (15.7655, 7.7334, 18.6765)
H (14.3981, 8.8783, 19.2446)
H (16.0669, 9.3444, 19.3724)
H (14.9809, 7.7370, 16.3770)
H (13.5692, 8.6276, 16.8721)
H (14.2306, 10.6304, 15.4115)
H (12.9696, 8.5081, 14.2389)
H (14.5746, 8.2030, 13.5602)
H (13.7976, 9.6491, 13.2237)
H (16.3244, 8.9503, 14.4947)
H (16.4196, 10.0776, 15.7011)
C (14.5545, 7.5072, 8.4744)
O (15.7410, 7.7445, 9.2392)
C (15.3586, 8.2865, 10.5159)
C (16.6889, 8.6364, 11.3011)
C (17.4532, 9.7396, 10.6033)
N (17.4562, 7.3723, 11.3608)
H (13.9545, 8.4164, 8.4370)
H (14.0105, 6.6537, 8.8789)
H (14.9043, 7.1925, 7.4913)
H (14.7628, 9.1992, 10.5083)
H (14.7401, 7.6464, 11.1451)
H (16.3704, 8.9958, 12.2795)
H (17.6561, 9.6940, 9.5334)
H (18.3241, 9.8774, 11.2441)
H (16.7886, 10.6032, 10.5751)
H (18.4453, 7.3977, 11.5636)
H (17.3747, 6.9528, 10.4457)
C (18.3445, 13.7071, 14.2194)
C (17.2675, 12.9266, 13.4891)
O (16.2025, 12.5194, 14.3243)
H (18.8138, 13.0606, 14.9609)
H (17.9192, 14.5612, 14.7465)
H (19.1908, 13.8980, 13.5596)
H (17.7085, 12.0238, 13.0665)
H (16.8693, 13.5901, 12.7214)
H (16.2246, 11.5695, 14.4614)

Force components x, y, z for each atom (eV/Å):
-0.508 -0.780 1.459
0.474 0.750 -1.267
-0.201 -0.263 -0.076
-1.205 0.145 0.645
-0.030 -0.129 0.126
0.030 0.703 0.319
0.257 -0.331 -0.122
0.032 -0.066 -0.248
-0.064 0.546 0.061
0.267 -0.439 -0.227
0.047 -0.044 0.889
-0.534 -0.334 0.064
-0.046 -0.147 -0.169
-0.018 0.402 -0.368
-0.148 -0.210 -0.030
1.119 0.157 -0.405
0.589 0.165 -0.605
0.064 0.429 -0.334
-0.655 -0.125 0.128
1.999 -1.034 -0.217
0.847 0.136 0.964
-0.833 -0.812 0.643
-1.066 0.866 -0.116
0.098 -0.031 0.020
-0.078 0.165 0.135
0.023 -0.263 -0.108
0.054 0.698 0.080
-0.271 -0.499 -0.048
-0.387 0.050 -0.283
-0.223 -0.079 -0.424
0.286 -0.129 0.234
-0.087 -0.007 0.196
-0.674 0.418 -0.760
0.333 -0.460 -0.242
0.719 0.231 -0.285
-0.581 -0.127 0.023
-0.707 0.238 -1.254
-0.059 -1.110 0.080
1.043 -0.134 0.997
-0.048 0.530 0.367
0.116 -0.011 -0.143
-0.023 -0.074 -0.087
0.068 0.482 -0.164
-0.468 -0.195 0.330
0.617 -0.367 0.443
-0.401 0.356 0.483
0.004 -0.539 -0.342
0.141 0.301 -0.158
-0.352 -0.099 0.205
-0.080 0.313 -0.275
0.007 0.179 -0.181
1.385 0.108 -0.302
-0.753 0.108 -0.321
0.591 1.648 0.050
-1.556 0.463 2.384
1.303 -0.210 -1.095
-0.753 -0.796 -0.659
-0.250 0.054 0.113
0.017 -0.454 0.144
-0.421 0.104 -0.039
-0.054 -0.557 -0.273
-0.403 0.315 0.222
0.359 -0.720 0.446
0.290 0.041 -0.084
0.313 -0.425 -0.044
-0.329 -0.180 0.076
-0.503 0.356 -0.864
0.706 0.090 0.295
1.300 -0.105 0.674
-1.245 1.018 0.057
0.272 0.189 0.594
0.982 1.694 -0.093
-0.544 -1.132 -0.353
0.208 -1.184 -0.409
-0.031 0.243 -0.197
-0.241 0.529 0.019
0.299 -0.652 -0.354
0.342 -0.185 0.026
-0.132 -0.100 -0.308
-0.219 -0.206 -0.663
0.238 0.331 0.146
0.134 -0.179 -0.262
-0.181 0.177 -0.346
-0.344 -0.343 0.279
-0.761 -0.022 1.149
0.295 -0.929 -0.434
0.958 1.912 2.064
-0.132 -1.734 -0.821
0.962 0.673 -0.627
-0.179 -1.843 0.498
-0.244 1.589 -0.283
0.194 -0.220 -0.021
-0.109 0.249 -0.197
-0.330 0.345 -0.582
-0.424 0.317 0.212
0.153 -0.125 0.303
0.685 -0.289 0.226
-0.134 0.152 0.501
-0.446 0.198 -0.189
0.451 0.471 0.242
-1.022 -0.469 0.292
-0.043 0.337 -0.954
-0.106 0.133 -0.244
0.186 -0.346 -0.741
1.770 0.981 1.925
-0.112 -0.304 0.585
-0.479 -1.225 -0.283
-0.523 1.089 -1.082
-0.160 -0.204 -0.132
-0.021 -0.043 0.953
-0.156 0.805 0.082
-0.447 -0.271 -0.393
-0.329 -0.263 -0.084
0.129 -0.831 -0.665
0.158 -0.020 -0.282
0.014 -0.172 0.594
-0.103 0.209 -0.283
-0.414 0.404 0.345
0.583 0.154 -0.366
0.146 0.819 -0.066
0.400 0.660 -1.147
-0.773 0.325 0.941
-0.077 -0.799 -1.639
-0.764 0.194 -0.090
0.650 0.383 0.481
-0.374 -0.296 0.320
-0.168 -0.767 0.244
0.118 -0.202 0.149
0.206 -0.188 -0.541
-0.387 -0.035 -0.019
-0.649 -0.261 0.534
0.014 -0.065 0.188
0.202 -0.402 0.541
-0.049 0.487 0.255
0.498 -0.088 0.069
0.985 -0.138 0.126
1.043 -0.442 -0.152
-1.460 0.677 1.098
1.892 0.397 1.059
-0.559 -1.475 -1.902
-0.785 0.843 0.291
-0.788 -0.259 0.257
-0.184 -0.113 -0.166
-0.322 0.137 0.247
-0.175 0.307 -0.129
0.026 0.397 -0.913
0.133 -0.886 -0.289
0.228 -0.115 0.128
0.479 -1.095 0.146
0.286 0.639 -0.510
0.208 0.598 0.717
-0.015 0.680 0.189
-0.011 -0.188 -0.080
0.220 -0.967 0.513
0.134 -0.089 0.220
-0.229 1.398 0.094
-0.196 -0.115 0.425
0.289 0.203 -0.260
-0.243 0.719 -0.254
0.080 0.096 -0.517
-0.148 -0.313 -0.385
-0.012 -0.829 -0.295